<w>
Below is one molecule with the formula C3H4N4O, with properties calculated with wB97M-V/def2-TZVPD.

Summary:
* HOMO level: -9.0890 eV
* gap between HOMO and LUMO: 9.292 eV
* SMILES string: [H]/N=c1/nc(O)nc[nH]1

Structure (XYZ):
```
12
C3H4N4O (wB97M-V/def2-TZVPD)
O 2.465 -1.102 0.087
N 0.277 -1.256 0.139
N -2.001 -1.381 -0.204
N -0.964 0.665 0.314
N 1.275 0.830 -0.111
C 1.296 -0.480 0.077
C 0.120 1.363 -0.089
C -0.957 -0.698 0.068
H -1.864 1.072 0.401
H 3.183 -0.672 -0.321
H 0.020 2.408 -0.279
H -2.849 -0.749 -0.081
```

<x>
Below is one molecule with the formula C3H4N4O, with properties calculated with wB97M-V/def2-TZVPD.

Summary:
* HOMO level: -9.1149 eV
* gap between HOMO and LUMO: 8.544 eV
* SMILES string: Nn1ccnnc1=O

Structure (XYZ):
```
12
C3H4N4O (wB97M-V/def2-TZVPD)
O -1.980 -0.108 -1.207
N -0.014 -1.549 -1.033
N -0.159 1.856 1.080
N -1.138 1.694 0.270
N -0.051 -0.475 -0.171
C 1.045 1.110 1.214
C 1.052 -0.033 0.424
C -1.194 0.465 -0.490
H -0.519 -1.437 -2.067
H 1.816 -0.679 0.583
H -0.645 -2.194 -0.565
H 1.788 1.350 1.961
```

<y>
Below is one molecule with the formula C3H4N4O, with properties calculated with wB97M-V/def2-TZVPD.

Summary:
* HOMO level: -8.4704 eV
* gap between HOMO and LUMO: 7.616 eV
* SMILES string: N/N=c1\cncno1

Structure (XYZ):
```
12
C3H4N4O (wB97M-V/def2-TZVPD)
O 0.859 -1.621 0.178
N 1.463 1.085 0.138
N -1.329 -0.958 -0.102
N -2.340 0.020 0.031
N 2.032 -1.151 0.066
C 0.189 0.811 0.103
C -0.173 -0.527 -0.034
C 2.227 0.136 -0.207
H -0.633 1.475 0.696
H 3.156 0.394 -0.450
H -2.180 0.965 -0.505
H -3.271 -0.629 0.085
```

Which of them is most stable, and which least? Most stable: <w>; least stable: <y>.

<w>
Below is an isolated ion of composition C6H8 and charge +1, with properties calculated with wB97M-V/def2-TZVPD.

Summary:
* <S²>: 0.7607
* HOMO level (alpha / beta): -14.1559 / -15.1472 eV
* charge: +1
* gap between HOMO and LUMO (alpha / beta): 7.592 / 8.641 eV
* multiplicity: 2

Structure (XYZ):
```
14
C6H8 (wB97M-V/def2-TZVPD)
C 1.704 0.110 -0.535
C -1.889 -0.794 0.065
C 2.383 0.378 0.593
C -0.553 -0.171 0.468
C 0.307 -0.085 -0.638
C -1.937 0.618 -0.082
H -2.424 -1.193 0.921
H -2.788 1.115 0.386
H 1.984 0.736 1.528
H 3.464 0.440 0.484
H -0.139 -0.092 -1.624
H 2.339 0.035 -1.407
H -0.178 0.339 1.342
H -1.841 -1.558 -0.699
```

<x>
Below is an isolated ion of composition C6H8 and charge +1, with properties calculated with wB97M-V/def2-TZVPD.

Summary:
* <S²>: 0.7575
* HOMO level (alpha / beta): -14.3969 / -14.6135 eV
* charge: +1
* gap between HOMO and LUMO (alpha / beta): 7.812 / 8.017 eV
* multiplicity: 2

Structure (XYZ):
```
14
C6H8 (wB97M-V/def2-TZVPD)
C -0.352 0.297 -0.089
C 0.448 -1.964 -0.619
C -0.495 1.354 0.807
C -1.452 2.320 0.689
C 1.862 -1.674 -0.635
C 0.720 -0.610 0.079
H 1.267 -0.488 1.004
H 0.094 -2.735 0.066
H 2.366 -1.920 -1.566
H -0.196 -1.873 -1.490
H -1.968 2.430 -0.262
H 0.049 1.326 1.750
H -1.422 3.230 1.280
H -0.920 0.308 -1.013
```

Which of them is most stable, and which least? Most stable: <w>; least stable: <x>.

<w>
Below is one molecule with the formula C2H5NO2, with properties calculated with wB97M-V/def2-TZVPD.

Summary:
* HOMO level: -10.0017 eV
* gap between HOMO and LUMO: 10.866 eV
* SMILES string: CONC=O

Structure (XYZ):
```
10
C2H5NO2 (wB97M-V/def2-TZVPD)
O 0.017 -0.655 -1.500
O 0.796 0.236 0.551
N -0.063 -0.832 0.678
C -0.218 -1.467 -0.564
C 0.075 1.327 0.061
H -0.226 1.242 -0.955
H 1.002 2.052 0.148
H -0.914 -2.449 -0.420
H -0.730 1.896 0.529
H 0.262 -1.348 1.472
```

<x>
Below is one molecule with the formula C2H5NO2, with properties calculated with wB97M-V/def2-TZVPD.

Summary:
* HOMO level: -9.4745 eV
* gap between HOMO and LUMO: 10.204 eV
* SMILES string: NCC(=O)O

Structure (XYZ):
```
10
C2H5NO2 (wB97M-V/def2-TZVPD)
O -1.085 0.759 -1.068
O 1.109 0.703 -1.525
N -0.769 -0.792 1.212
C 0.421 -0.316 0.485
C 0.034 0.448 -0.766
H -0.903 -0.353 2.107
H 0.923 -1.200 0.079
H 1.044 0.253 1.165
H -1.578 -0.692 0.615
H 0.803 1.190 -2.305
```

<y>
Below is one molecule with the formula C2H5NO2, with properties calculated with wB97M-V/def2-TZVPD.

Summary:
* HOMO level: -10.0238 eV
* gap between HOMO and LUMO: 10.746 eV
* SMILES string: O=CNCO

Structure (XYZ):
```
10
C2H5NO2 (wB97M-V/def2-TZVPD)
O 1.508 -1.097 1.051
O -1.682 1.152 -0.434
N 0.268 0.026 -0.557
C 0.192 -0.988 0.487
C -0.509 1.109 -0.731
H 0.034 1.992 -1.103
H 1.474 -0.916 1.988
H 0.079 -1.975 0.025
H 1.240 0.147 -0.806
H -0.592 -0.721 1.193
```

Which of them is most stable, and which least? Most stable: <x>; least stable: <w>.

<w>
Below is one molecule with the formula C4H5NO2S, with properties calculated with wB97M-V/def2-TZVPD.

Summary:
* HOMO level: -8.9802 eV
* gap between HOMO and LUMO: 8.572 eV
* SMILES string: O/N=C\[C@@H]1OCC1=S

Structure (XYZ):
```
13
C4H5NO2S (wB97M-V/def2-TZVPD)
S -0.136 -1.918 -1.934
O 0.862 1.678 -0.101
O 0.117 -0.240 1.335
N -0.407 1.963 -0.480
C -0.867 -0.290 0.300
C -1.255 1.022 -0.280
C 0.047 -1.140 -0.554
C 1.016 -1.098 0.598
H 1.222 -1.958 1.239
H 1.959 -0.626 0.394
H -1.702 -0.946 0.586
H 1.360 2.443 -0.453
H -2.214 1.109 -0.650
```

<x>
Below is C4H5NO2S as an isolated structure, with properties calculated with wB97M-V/def2-TZVPD.

Summary:
* HOMO level: -9.1477 eV
* gap between HOMO and LUMO: 8.520 eV

Structure (XYZ):
```
13
C4H5NO2S (wB97M-V/def2-TZVPD)
S -1.596 -1.902 0.043
O -2.027 1.086 1.323
O 1.305 0.529 -1.062
N 2.209 -0.790 1.941
C -0.590 -0.695 -0.108
C 1.033 -0.618 -0.447
C 1.622 -0.841 0.907
C -1.085 0.832 0.064
H -1.343 0.937 -1.128
H 1.378 -1.565 -0.902
H -0.010 1.582 0.233
H 2.138 0.597 -1.524
H -3.034 0.848 0.660
```

<y>
Below is one molecule with the formula C4H5NO2S, with properties calculated with wB97M-V/def2-TZVPD.

Summary:
* HOMO level: -8.3553 eV
* gap between HOMO and LUMO: 8.183 eV
* SMILES string: O=CCC(=S)NC=O

Structure (XYZ):
```
13
C4H5NO2S (wB97M-V/def2-TZVPD)
S -1.832 -1.715 -0.056
O 1.693 1.057 -0.035
O -2.866 1.060 0.171
N -0.610 0.746 -0.137
C -0.662 -0.696 -0.088
C -1.806 1.555 -0.076
C 0.799 -1.269 0.042
C 1.914 -0.192 -0.001
H 0.990 -1.965 -0.769
H 0.905 -1.774 0.939
H 0.276 1.186 0.149
H -1.744 2.576 -0.389
H 2.941 -0.570 0.252
```

<z>
Below is C4H5NO2S as an isolated structure, with properties calculated with wB97M-V/def2-TZVPD.

Summary:
* HOMO level: -8.4489 eV
* gap between HOMO and LUMO: 8.228 eV

Structure (XYZ):
```
13
C4H5NO2S (wB97M-V/def2-TZVPD)
S -1.621 -1.471 0.829
O 0.686 -2.230 -1.245
O -2.822 -1.171 0.041
N -1.003 1.300 1.201
C 0.656 -0.199 0.206
C 0.292 -1.496 -0.421
C 1.152 0.828 -0.819
C -0.637 0.165 0.876
H -1.942 1.412 1.570
H 1.433 -0.367 0.963
H 1.865 0.364 -1.496
H 0.308 1.206 -1.389
H 1.634 1.659 -0.315
```

Which of them is most stable, and which least? Most stable: <y>; least stable: <x>.

<w>
Below is a 2-piece molecular cluster, CH6O overall, with properties calculated with wB97M-V/def2-TZVPD.

Summary:
* HOMO level: -11.5952 eV
* gap between HOMO and LUMO: 12.432 eV
* SMILES string: C.O

Structure (XYZ):
```
8
CH6O (wB97M-V/def2-TZVPD)
O -1.251 -1.080 -2.298
C 0.634 0.496 1.198
H -0.270 0.742 1.742
H 0.830 0.670 0.191
H 1.370 0.878 1.832
H -0.419 -0.919 -2.072
H -1.824 -0.298 -1.919
H 0.930 -0.490 1.326
```

<x>
Below is a 2-piece molecular cluster, CH6O overall, with properties calculated with wB97M-V/def2-TZVPD.

Summary:
* HOMO level: -11.5331 eV
* gap between HOMO and LUMO: 12.342 eV
* SMILES string: C.O

Structure (XYZ):
```
8
CH6O (wB97M-V/def2-TZVPD)
O -2.255 -0.708 0.778
C 1.238 0.418 -0.382
H 0.301 0.429 -1.022
H 0.784 0.693 0.693
H -2.074 -1.161 -0.126
H -1.431 -0.423 1.110
H 1.824 1.310 -0.800
H 1.612 -0.558 -0.251
```

<y>
Below is a 2-piece molecular cluster, CH6O overall, with properties calculated with wB97M-V/def2-TZVPD.

Summary:
* HOMO level: -11.5866 eV
* gap between HOMO and LUMO: 12.481 eV
* SMILES string: C.O

Structure (XYZ):
```
8
CH6O (wB97M-V/def2-TZVPD)
O 3.351 0.042 2.560
C 0.000 0.000 0.000
H 0.712 0.817 0.187
H 2.625 0.453 3.082
H -0.912 0.165 0.593
H -0.257 -0.024 -1.069
H 4.114 0.655 2.672
H 0.456 -0.958 0.289
```

Which of them is most stable, and which least? Most stable: <y>; least stable: <w>.

<w>
Below is one molecule with the formula C5H10, with properties calculated with wB97M-V/def2-TZVPD.

Summary:
* HOMO level: -8.6991 eV
* gap between HOMO and LUMO: 9.837 eV
* SMILES string: CC=C(C)C

Structure (XYZ):
```
15
C5H10 (wB97M-V/def2-TZVPD)
C 1.450 0.797 1.214
C 0.615 0.832 -0.038
C -0.543 -1.337 0.496
C -1.143 0.095 -1.627
C -0.276 -0.104 -0.386
H 0.422 -1.836 0.807
H 0.783 1.726 -0.665
H -1.228 -2.049 0.008
H -1.006 -0.987 1.449
H 2.527 0.958 1.015
H -0.490 0.117 -2.496
H 1.135 1.605 1.891
H 1.321 -0.164 1.716
H -1.688 1.044 -1.630
H -1.878 -0.697 -1.754
```

<x>
Below is a 2-piece molecular cluster, C5H10 overall, with properties calculated with wB97M-V/def2-TZVPD.

Summary:
* HOMO level: -7.3266 eV
* gap between HOMO and LUMO: 6.267 eV

Structure (XYZ):
```
15
C5H10 (wB97M-V/def2-TZVPD)
C 1.347 1.598 -0.423
C 0.694 0.284 -0.767
C -0.011 -0.301 0.390
C 0.082 -1.899 0.389
C -0.897 -1.410 1.349
H -2.623 0.878 -0.844
H 0.739 2.371 0.053
H -1.950 -1.473 1.142
H 1.126 -2.106 0.586
H 2.054 2.067 -1.095
H -0.344 -2.196 -0.589
H -2.287 0.562 -0.268
H -0.063 0.272 -1.568
H 0.317 0.307 1.249
H 1.817 1.046 0.396
```

Which of them is most stable, and which least? Most stable: <w>; least stable: <x>.